Entry from the Open Molecules 2025 dataset: a structure of composition C18H40NO9S3V at a distorted geometry (wB97M-V/def2-TZVPD).

Calculated values
Charge: 0
Lowest unoccupied orbital energy (eV): 0.06
HOMO level (eV): -6.0
Calculated total energy (eV): -97421.805
Max |F| (eV Å⁻¹): 4.31

Structure (XYZ):
```
72
C18H40NO9S3V | the Open Molecules 2025 dataset | wB97M-V/def2-TZVPD
O -1.4897 0.4236 1.6443
V -0.4166 0.9652 0.7235
O -1.0179 2.0423 -0.3280
C 0.9970 -1.5453 -3.1884
C -0.0314 -0.4659 -2.7676
C -0.9535 -0.1662 -3.9706
C -1.8997 -1.3251 -4.2535
C -2.8136 -1.4476 -3.0310
C -2.0158 -1.6110 -1.7083
N -0.8713 -0.7169 -1.6256
O -0.1242 -0.9670 -0.4602
C -1.6455 -3.1205 -1.6643
C -3.0583 -1.2952 -0.6370
C 0.7712 0.8440 -2.6710
H 1.5570 -1.2288 -4.0677
H 0.4352 -2.4413 -3.4516
H 1.6728 -1.8289 -2.3812
H -0.3978 -0.0059 -4.8964
H -1.6097 0.6559 -3.6741
H -1.3331 -2.2361 -4.4880
H -2.5053 -1.2583 -5.1645
H -3.4483 -2.3147 -3.2104
H -3.4291 -0.5448 -3.0844
H -0.7133 -3.3595 -2.1637
H -2.4355 -3.6917 -2.1582
H -1.6565 -3.5163 -0.6465
H -3.8556 -2.0278 -0.4935
H -3.3951 -0.2736 -0.8095
H -2.6131 -1.3331 0.3648
H 1.3801 1.0867 -3.5447
H 1.4428 0.7662 -1.8085
H 0.0878 1.6878 -2.5518
C -1.6209 -2.9545 3.0095
C -2.7230 -3.9644 2.9560
O -2.2751 -4.8616 1.9285
C -0.9188 -4.7376 1.8667
O -0.2260 -5.3813 1.1456
O -0.4722 -3.7448 2.6937
H -1.5794 -2.4897 4.0017
H -1.6879 -2.0603 2.3923
H -3.6033 -3.4106 2.6202
H -2.9423 -4.5591 3.8405
C 3.4672 -0.5886 0.5864
S 2.6329 -0.4718 2.1802
O 1.2493 -0.0471 1.8421
C 2.5945 -2.2445 2.4797
H 3.4707 0.4254 0.1800
H 2.9568 -1.1606 -0.1889
H 4.4787 -0.9260 0.8126
H 3.6220 -2.6040 2.5635
H 2.1533 -2.7328 1.6117
H 2.0645 -2.4378 3.4078
C 3.0496 3.3290 -1.5244
S 2.0265 3.7581 -0.1217
O 1.7648 2.4331 0.5083
C 3.3502 4.5102 0.8640
H 3.4283 4.2230 -2.0347
H 2.4474 2.8668 -2.3023
H 3.9090 2.7516 -1.1901
H 2.9966 4.9038 1.8110
H 3.9925 5.1963 0.3122
H 4.0260 3.6710 1.0637
C -0.5868 5.0930 2.1751
S -1.2417 3.5776 2.8940
O -0.3292 2.5551 2.3109
C -0.7728 3.9485 4.6266
H -1.1350 5.9536 2.5665
H -0.6736 5.1309 1.0900
H 0.4781 5.1977 2.3884
H -0.3344 3.0643 5.0814
H -1.6489 4.3225 5.1476
H -0.0016 4.7156 4.5717
```

How is the electron density shared among the atoms? According to Mulliken, the charges in e are:
1 O -0.416
2 V 1.459
3 O -0.515
4 C -1.563
5 C 1.680
6 C -1.296
7 C -0.596
8 C -1.355
9 C 1.645
10 N 0.648
11 O -0.317
12 C -1.225
13 C -1.424
14 C -2.230
15 H 0.442
16 H 0.371
17 H -0.035
18 H 0.425
19 H 0.336
20 H 0.298
21 H 0.418
22 H 0.442
23 H 0.323
24 H 0.277
25 H 0.403
26 H -0.120
27 H 0.350
28 H 0.442
29 H -0.273
30 H 0.463
31 H 0.218
32 H 0.523
33 C 0.368
34 C -0.405
35 O -0.354
36 C 0.654
37 O -0.541
38 O -0.265
39 H 0.354
40 H -0.375
41 H 0.337
42 H 0.289
43 C -0.277
44 S 0.286
45 O -0.307
46 C -0.954
47 H -0.188
48 H -0.011
49 H 0.495
50 H 0.470
51 H 0.222
52 H 0.320
53 C -0.927
54 S 0.365
55 O -0.108
56 C -1.028
57 H 0.491
58 H 0.150
59 H 0.298
60 H 0.297
61 H 0.413
62 H 0.287
63 C -0.887
64 S 0.310
65 O -0.498
66 C -0.946
67 H 0.439
68 H 0.340
69 H 0.092
70 H 0.340
71 H 0.372
72 H 0.286

---

Entry from the Open Molecules 2025 dataset: the molecule C11H13NO2S3 at a distorted geometry (wB97M-V/def2-TZVPD).

Calculated values
Charge: 0
Lowest unoccupied orbital energy (eV): 0.50
HOMO level (eV): -8.4
Calculated total energy (eV): -49708.655
Max |F| (eV Å⁻¹): 1.04

Structure (XYZ):
```
30
C11H13NO2S3 | the Open Molecules 2025 dataset | wB97M-V/def2-TZVPD
C -3.6318 -2.1857 0.2850
C -4.5473 -0.9863 0.2600
S -3.5962 0.5604 0.4457
O -2.6643 0.4176 1.5290
O -4.5422 1.6411 0.5246
C -2.6543 0.7973 -1.1273
C -1.1721 0.8035 -0.8622
S -0.5696 -0.8953 -0.5645
C 1.0872 -0.5286 -0.2494
N 1.5890 0.6476 -0.3159
C 2.9223 0.6430 -0.0204
C 3.7531 1.7585 -0.0039
C 5.0855 1.5896 0.3096
C 5.6016 0.3308 0.6062
C 4.7939 -0.7909 0.5962
C 3.4567 -0.6288 0.2827
S 2.1999 -1.8343 0.1872
H -2.9575 -2.1003 1.1334
H -3.0339 -2.2491 -0.6209
H -4.2043 -3.1054 0.3834
H -5.1123 -0.8828 -0.6622
H -5.2325 -0.9791 1.1045
H -2.9495 0.0064 -1.8120
H -2.9909 1.7594 -1.5053
H -0.9462 1.3788 0.0351
H -0.6038 1.1981 -1.7049
H 3.3411 2.7277 -0.2343
H 5.7409 2.4473 0.3261
H 6.6483 0.2273 0.8484
H 5.1891 -1.7678 0.8261
```

How is the electron density shared among the atoms? According to natural (NBO), the charges in e are:
1 C -0.632
2 C -0.635
3 S 2.142
4 O -0.945
5 O -0.950
6 C -0.660
7 C -0.524
8 S 0.292
9 C -0.083
10 N -0.500
11 C 0.186
12 C -0.227
13 C -0.210
14 C -0.216
15 C -0.204
16 C -0.245
17 S 0.372
18 H 0.243
19 H 0.210
20 H 0.225
21 H 0.231
22 H 0.250
23 H 0.232
24 H 0.266
25 H 0.260
26 H 0.247
27 H 0.225
28 H 0.216
29 H 0.216
30 H 0.219

---

Entry from the Open Molecules 2025 dataset: a structure of composition C28H44BrN3P2Ti at a distorted geometry (wB97M-V/def2-TZVPD).

Calculated values
Charge: +2
Multiplicity: 3
⟨S²⟩: 2.157
Lowest unoccupied orbital energy (spin up / spin down) (eV): -7.74 / -7.44
HOMO level (spin up / spin down) (eV): -11.7 / -11.7
Calculated total energy (eV): -145936.253
Max |F| (eV Å⁻¹): 2.90

Structure (XYZ):
```
79
C28H44BrN3P2Ti | the Open Molecules 2025 dataset | wB97M-V/def2-TZVPD
N -6.1301 4.5532 -4.0871
C -5.9936 4.9588 -2.8220
C -5.3120 4.1955 -1.8601
C -4.6856 2.9587 -2.2227
C -4.8122 2.5909 -3.6001
C -5.5508 3.4124 -4.4741
C -3.9303 2.1930 -1.2325
Ti -1.6091 0.4194 0.1960
P 5.1059 -0.8109 0.6560
C -2.8573 1.3058 -1.4973
C -1.4864 1.8134 -1.2237
C -0.3553 1.0610 -1.6695
C 0.9603 1.4617 -1.2995
C 1.1211 2.3560 -0.2483
C -0.0128 2.6455 0.5407
C -1.2953 2.6090 -0.0510
Br 2.7425 3.0517 0.3217
H -4.2276 2.3975 -0.2020
H -2.9743 0.5515 -2.2878
H -5.2554 4.5836 -0.8398
H -4.3814 1.6734 -4.0019
H -6.4624 5.9157 -2.5566
H -5.6938 3.1297 -5.5298
H -0.5282 0.4974 -2.5826
H -2.0970 3.2920 0.2317
H 1.8273 1.0463 -1.8046
H 0.1537 3.0375 1.5386
P -0.7105 -1.8873 0.1801
C 5.3809 1.0005 0.7533
C 6.7734 1.5460 0.3919
H 5.1162 1.2932 1.7840
H 4.6139 1.4159 0.0784
H 6.7929 2.6281 0.5853
H 7.5746 1.0922 0.9906
H 7.0139 1.4023 -0.6691
C 4.2701 -1.1497 -0.9330
C 5.1492 -2.1177 -1.7432
H 4.1343 -0.1895 -1.4520
H 3.2827 -1.5839 -0.7138
H 4.7804 -2.2083 -2.7698
H 6.1892 -1.7676 -1.7801
H 5.1487 -3.1172 -1.2892
C 3.9911 -1.1978 2.0444
C 4.8367 -1.8230 3.1632
H 3.2276 -1.8968 1.6748
H 3.5176 -0.2591 2.3609
H 4.2422 -2.5175 3.7574
H 5.6887 -2.3710 2.7489
H 5.2331 -1.0598 3.8365
C -0.5354 -3.3162 1.3184
C -1.6963 -4.3024 1.4592
H -0.2295 -2.9133 2.2965
H 0.3384 -3.8706 0.9376
H -2.5544 -3.8938 2.0068
H -2.0416 -4.6983 0.4944
H -1.3301 -5.1592 2.0376
C 0.4118 -2.3958 -1.1638
C -0.1285 -2.3275 -2.5818
H 0.7023 -3.4308 -0.9345
H 1.3121 -1.7739 -1.0454
H -1.0886 -2.8474 -2.6843
H -0.2470 -1.3007 -2.9404
H 0.5967 -2.8229 -3.2384
C -2.4418 -2.0267 -0.4930
C -3.5422 -1.6082 0.4874
H -2.4918 -3.0992 -0.7130
H -2.5617 -1.4979 -1.4524
H -4.4622 -1.3482 -0.0571
H -3.7783 -2.4603 1.1428
H -3.2756 -0.7275 1.1256
N -1.6585 -0.4634 3.2498
C -1.4476 -0.0146 4.4954
C -1.3449 1.3597 4.3914
C -1.5455 1.6872 3.0564
N -1.6846 0.5469 2.3369
H -1.7333 -1.4424 2.9763
H -1.3477 -0.6867 5.3367
H -1.1110 2.0487 5.1788
H -1.5899 2.6538 2.5851
```

How is the electron density shared among the atoms? According to Mulliken, the charges in e are:
1 N -0.526
2 C -0.357
3 C -0.447
4 C 0.699
5 C -0.334
6 C -0.403
7 C -1.377
8 Ti -0.416
9 P -0.261
10 C 0.321
11 C -0.198
12 C -0.454
13 C -0.619
14 C -0.062
15 C -0.758
16 C -0.567
17 Br -0.021
18 H 0.647
19 H 0.693
20 H 0.347
21 H 0.351
22 H 0.361
23 H 0.353
24 H 1.086
25 H 0.681
26 H 0.653
27 H 0.553
28 P 1.273
29 C 0.208
30 C -1.350
31 H 0.605
32 H -0.461
33 H 0.379
34 H 0.350
35 H 0.317
36 C 0.952
37 C -1.431
38 H 0.321
39 H -0.847
40 H 0.412
41 H 0.374
42 H 0.363
43 C 0.014
44 C -1.283
45 H 0.026
46 H 0.334
47 H 0.367
48 H 0.386
49 H 0.312
50 C -0.752
51 C -1.306
52 H 0.559
53 H 0.545
54 H 0.239
55 H 0.325
56 H 0.421
57 C 0.040
58 C -1.241
59 H 0.834
60 H -0.580
61 H 0.342
62 H 0.227
63 H 0.438
64 C -1.481
65 C -0.959
66 H 0.943
67 H 0.542
68 H 0.304
69 H 0.352
70 H 0.281
71 N -0.193
72 C 0.002
73 C -1.277
74 C -0.530
75 N 0.610
76 H 0.066
77 H 0.493
78 H 0.451
79 H 0.741